Record 1
Computed, not measured: a molecular structure, C13H10N3O5PdS2, with ωB97M-V/def2-TZVPD.

Each line ends with the Mulliken spin population.
Positions of all 34 atoms, in Å:
Pd: 0.829 0.797 -1.227  1.349
O: -3.870 -0.137 -1.413  0.000
C: -4.034 -0.459 -0.123  0.000
C: -5.342 -0.630 0.341  0.000
C: -5.577 -0.960 1.660  0.001
C: -4.517 -1.128 2.549  -0.001
C: -3.224 -0.963 2.093  0.000
C: -2.957 -0.630 0.763  0.006
C: -1.561 -0.463 0.287  0.006
O: -1.364 -0.139 -0.925  0.007
N: -0.595 -0.719 1.174  0.003
N: 0.600 -0.440 0.632  0.041
C: 1.675 -0.932 1.122  0.025
C: 2.924 -0.649 0.408  -0.003
C: 4.174 -1.001 0.904  0.009
C: 5.299 -0.696 0.157  -0.005
C: 5.155 -0.045 -1.060  0.006
C: 3.879 0.276 -1.491  -0.003
N: 2.802 -0.039 -0.782  0.103
H: -2.893 -0.032 -1.549  0.000
H: -6.153 -0.492 -0.361  0.000
H: -6.597 -1.086 2.003  0.000
H: -4.704 -1.384 3.584  0.000
H: -2.379 -1.090 2.755  -0.001
H: 1.668 -1.577 1.998  -0.002
H: 4.252 -1.492 1.865  0.001
H: 6.283 -0.954 0.527  -0.001
H: 6.011 0.225 -1.662  0.001
H: 3.686 0.810 -2.414  0.001
O: 2.253 4.239 -3.020  0.011
S: 1.320 3.396 -2.311  -0.013
O: 2.008 2.653 -1.169  0.157
O: 0.099 4.033 -1.880  0.003
S: 0.851 1.706 -3.434  0.299

As for the expectation value of S²: 2.007. As for the multiplicity: 3. The HOMO energy (spin up / spin down) comes out at -4.880 / -5.009 eV. The LUMO energy (spin up / spin down) is 1.989 / 1.724 eV. Its total charge is -1. Its gap between HOMO and LUMO (spin up / spin down) is 0.2525 / 0.2474 Eh.

---

Record 2
Computed, not measured: a molecular structure, C13H11AsN3OPdS6Te, with ωB97M-V/def2-TZVPD.

Each line ends with the Mulliken spin population.
Positions of all 37 atoms, in Å:
Pd: -0.315 1.242 -0.149  1.103
S: -2.522 0.490 -2.220  0.617
As: -3.211 1.245 -0.316  -0.042
S: -2.052 3.001 0.056  0.304
S: -2.041 -0.227 0.866  0.860
S: -5.248 1.167 0.002  0.027
Te: 0.227 2.001 -2.615  0.994
C: 2.204 1.333 -2.868  -0.109
C: 3.311 1.920 -2.311  0.059
C: 4.525 1.298 -2.710  -0.001
C: 4.318 0.243 -3.548  0.022
S: 2.653 0.023 -3.864  0.002
H: 3.250 2.752 -1.627  0.003
H: 5.501 1.615 -2.376  0.000
H: 5.059 -0.405 -3.981  0.001
N: 1.178 1.850 1.250  0.067
C: 1.354 1.516 2.358  0.030
N: 1.596 1.328 3.592  0.018
C: 1.924 0.158 4.070  -0.001
N: 2.226 -0.829 4.592  0.011
C: 1.798 -3.263 -0.979  0.002
S: 1.291 -2.013 0.183  -0.001
O: 0.783 -0.911 -0.697  0.040
C: 2.884 -1.500 0.753  0.002
C: 3.599 -0.567 0.010  -0.001
C: 4.838 -0.169 0.475  -0.001
C: 5.343 -0.695 1.658  0.000
C: 4.606 -1.609 2.396  0.000
C: 3.357 -2.012 1.946  0.001
H: 2.402 -2.776 -1.745  -0.001
H: 0.903 -3.694 -1.416  0.000
H: 2.373 -4.023 -0.457  0.002
H: 3.162 -0.145 -0.886  -0.008
H: 5.408 0.569 -0.073  -0.001
H: 6.304 -0.362 2.026  0.000
H: 4.973 -1.966 3.347  0.000
H: 2.746 -2.668 2.547  0.000

As for the expectation value of S²: 6.026. As for the multiplicity: 5. The HOMO energy (spin up / spin down) comes out at -4.959 / -5.281 eV. The LUMO energy (spin up / spin down) is 2.083 / 0.160 eV. Its total charge is -1. Its gap between HOMO and LUMO (spin up / spin down) is 0.2588 / 0.2000 Eh.

---

Record 3
Computed, not measured: a molecular structure, C13H11Cl2I2N2O2Pb, with ωB97M-V/def2-TZVPD.

Each line ends with the Löwdin charge.
Positions of all 33 atoms, in Å:
Pb: 0.367 1.340 -1.624  1.293
Cl: -5.658 -3.394 -1.653  0.707
C: -4.372 -2.271 -1.393  -0.662
C: -4.277 -1.602 -0.172  -0.094
C: -3.256 -0.707 0.051  -0.560
Cl: -3.174 0.108 1.574  0.748
C: -2.271 -0.427 -0.923  -0.358
O: -1.315 0.417 -0.626  -0.357
C: -2.398 -1.115 -2.157  -0.126
C: -1.511 -0.914 -3.275  -0.183
O: -0.540 -0.159 -3.338  -0.201
C: -3.447 -2.028 -2.371  -0.051
H: -5.007 -1.781 0.605  0.116
H: -1.751 -1.510 -4.167  0.142
H: -3.521 -2.537 -3.324  0.121
I: 3.824 0.415 -3.101  0.754
C: 3.517 -1.506 -2.265  -1.123
I: 1.800 -1.624 -1.012  0.855
H: 4.377 -1.754 -1.656  -0.031
H: 3.384 -2.217 -3.070  -0.028
N: 2.736 2.005 4.493  0.153
C: 2.216 1.862 3.259  -0.299
C: 2.933 2.249 2.112  0.001
C: 2.356 2.085 0.880  -0.170
N: 1.131 1.569 0.693  -0.153
C: 0.444 1.193 1.785  -0.133
C: 0.936 1.318 3.058  0.011
H: 3.644 2.410 4.630  0.115
H: 2.213 1.742 5.308  0.115
H: 3.924 2.673 2.192  0.119
H: 2.901 2.378 -0.012  0.098
H: -0.540 0.782 1.605  0.059
H: 0.333 1.000 3.898  0.121

The HOMO energy comes out at -11.078 eV. The LUMO energy is -3.774 eV. Its total charge is +1. Its gap between HOMO and LUMO is 0.2684 Eh.

---

Record 4
Computed, not measured: 2 unconnected molecules or ions with the total composition C13H11Cl4O6, with ωB97M-V/def2-TZVPD.

Each line ends with the Löwdin charge.
Positions of all 34 atoms, in Å:
Cl: 1.573 2.840 1.094  0.762
C: 1.446 1.326 1.870  -0.586
C: 1.254 1.230 3.223  -0.611
Cl: 1.043 2.601 4.212  0.737
C: 1.233 -0.079 3.933  -0.442
O: 1.011 -0.169 5.126  0.049
C: 1.450 -1.278 3.071  -0.610
Cl: 1.466 -2.772 3.887  0.742
C: 1.658 -1.181 1.723  -0.574
Cl: 2.061 -2.545 0.782  0.789
C: 1.708 0.131 1.027  -0.424
O: 2.009 0.218 -0.159  0.082
H: -0.240 1.100 -1.583  0.098
C: -0.554 0.139 -1.195  -0.017
C: -0.130 -1.048 -1.858  -0.558
O: -0.461 -2.205 -1.638  0.021
O: 0.778 -0.741 -2.846  -0.051
C: 1.314 -1.924 -3.456  -0.268
C: 2.342 -1.527 -4.473  -0.092
C: -1.670 0.070 -0.319  -0.543
O: -2.217 -0.917 0.154  0.035
O: -2.085 1.345 0.008  -0.057
C: -3.223 1.310 0.879  -0.274
C: -3.635 2.714 1.209  -0.091
H: 1.768 -2.526 -2.659  0.112
H: 0.513 -2.515 -3.924  0.121
H: 2.784 -2.425 -4.894  0.064
H: 1.902 -0.959 -5.291  0.070
H: 3.141 -0.944 -4.017  0.072
H: -4.055 0.763 0.412  0.122
H: -2.927 0.771 1.787  0.117
H: -4.437 2.678 1.939  0.066
H: -2.812 3.280 1.644  0.070
H: -4.009 3.238 0.331  0.071

The HOMO energy comes out at -3.491 eV. The LUMO energy is 0.497 eV. Its total charge is -1. Its gap between HOMO and LUMO is 0.1466 Eh.